C39H32Cl4N3O5SbTaTe | wB97M-V/def2-TZVPD

Last column: Mulliken charge in e.
Element x y z (Å)
Ta1 0.20 -0.15 0.31  1.097
C1 1.35 -1.02 -3.10  -1.678
C2 2.00 0.27 -2.72  0.606
C3 2.85 0.86 -3.66  -0.898
C4 3.42 2.08 -3.42  -0.788
C5 3.11 2.72 -2.22  -1.226
C6 2.28 2.08 -1.32  0.016
N1 1.74 0.86 -1.54  1.101
Sb1 2.16 3.17 0.50  0.977
C7 3.04 1.49 1.49  -0.223
C8 4.33 1.72 1.94  -0.906
C9 5.00 0.72 2.63  -0.715
C10 4.33 -0.45 2.87  -0.959
C11 3.03 -0.63 2.40  0.784
C12 2.36 -1.92 2.76  -0.794
N2 2.39 0.32 1.68  0.663
C13 0.33 2.90 1.58  0.263
C14 -0.38 4.05 1.88  -0.891
C15 -1.36 3.98 2.85  -0.679
C16 -1.54 2.80 3.54  -0.907
C17 -0.78 1.69 3.20  0.554
C18 -0.89 0.42 3.99  -1.059
N3 0.11 1.73 2.20  0.583
H1 1.21 -1.05 -4.18  0.685
H2 0.39 -1.14 -2.62  0.071
H3 1.99 -1.86 -2.84  0.486
H4 3.03 0.34 -4.59  0.573
H5 4.06 2.55 -4.15  0.444
H6 3.52 3.69 -2.00  0.482
H7 4.80 2.68 1.76  0.453
H8 6.01 0.87 2.99  0.444
H9 4.79 -1.25 3.43  0.486
H10 3.01 -2.50 3.42  0.570
H11 2.14 -2.53 1.89  0.021
H12 1.42 -1.74 3.27  -0.113
H13 -0.17 4.98 1.37  0.461
H14 -1.95 4.86 3.11  0.470
H15 -2.26 2.73 4.35  0.516
H16 -1.38 0.60 4.95  0.592
H17 0.10 0.01 4.18  0.077
H18 -1.47 -0.33 3.46  0.065
Cl1 2.78 -6.26 -1.15  -0.178
C19 1.71 -4.93 -1.04  0.486
C20 0.34 -5.09 -1.29  0.328
Cl2 -0.27 -6.63 -1.72  -0.174
C21 -0.54 -4.00 -1.19  -0.054
Cl3 -2.23 -4.17 -1.45  -0.137
C22 -0.04 -2.76 -0.86  0.201
O1 -0.74 -1.62 -0.71  -0.666
C23 1.31 -2.63 -0.57  -0.401
O2 1.61 -1.37 -0.20  -0.596
C24 2.20 -3.67 -0.67  0.421
Cl4 3.86 -3.38 -0.33  -0.168
C25 -6.21 0.83 -0.43  -0.770
O3 -6.17 -0.47 0.16  -0.457
C26 -5.00 -0.91 0.63  0.619
C27 -4.99 -2.24 1.10  -1.141
C28 -3.82 -2.78 1.56  -1.242
C29 -2.62 -2.04 1.55  1.276
C30 -1.35 -2.62 1.95  0.675
C31 -1.31 -3.99 2.56  -2.339
O4 -0.26 -2.05 1.79  0.225
C32 -2.67 -0.72 1.12  0.328
O5 -1.54 0.00 1.13  0.748
C33 -3.85 -0.13 0.68  -1.140
H19 -7.19 0.92 -0.88  0.255
H20 -5.44 0.93 -1.19  0.320
H21 -6.08 1.60 0.34  0.317
H22 -5.91 -2.80 1.09  0.489
H23 -3.81 -3.81 1.90  0.509
H24 -1.53 -4.73 1.78  0.402
H25 -2.05 -4.11 3.35  0.539
H26 -0.31 -4.18 2.95  0.323
H27 -3.84 0.91 0.38  0.537
Te1 -1.25 1.69 -1.14  -0.169
C34 -0.52 2.55 -2.90  0.229
C35 -0.34 3.93 -2.89  -0.297
C36 0.04 4.60 -4.05  -0.666
C37 0.24 3.88 -5.22  -0.562
C38 0.04 2.51 -5.24  -0.718
C39 -0.35 1.84 -4.09  -0.316
H28 -0.51 4.50 -1.98  0.420
H29 0.16 5.67 -4.04  0.423
H30 0.54 4.40 -6.12  0.407
H31 0.18 1.96 -6.16  0.452
H32 -0.56 0.78 -4.13  0.557

Values from the calculation:
* HOMO-LUMO gap: 6.691 eV
* molecular weight: 1194.8 g/mol
* charge: +1
* LUMO level: -0.1257 Ha

=====

CH4IPS | wB97M-V/def2-TZVPD

Last column: Mulliken spin population.
Element x y z (Å)
C1 -0.51 -0.88 -0.44  -0.027
P1 -0.16 0.90 -0.36  0.893
S1 -0.18 1.06 1.72  0.158
I1 2.74 0.50 -1.35  0.923
H1 -0.46 -1.25 -1.50  0.005
H2 -1.35 -1.06 0.13  0.012
H3 0.31 -1.61 -0.11  0.035
H4 -0.40 2.33 1.91  0.002

Values from the calculation:
* HOMO-LUMO gap (spin up / spin down): 7.896 / 6.250 eV
* ⟨S²⟩: 2.0062
* spin multiplicity: 3
* molecular weight: 206.0 g/mol
* LUMO level (spin up / spin down): 0.0241 / -0.1220 Ha

=====

C20H25AsIrN3O7S7 | wB97M-V/def2-TZVPD

Last column: natural (NBO) charge in e.
Element x y z (Å)
Ir1 -1.20 0.67 1.87  0.836
C1 0.32 -0.41 -2.71  -0.245
O1 -0.44 0.43 -1.89  -0.553
C2 0.09 1.72 -1.78  -0.103
C3 -0.83 2.58 -0.94  -0.078
O2 -0.70 2.46 0.46  -0.556
C4 0.44 3.13 0.99  -0.269
H1 0.36 -0.01 -3.74  0.142
H2 -0.18 -1.38 -2.73  0.199
H3 1.34 -0.54 -2.32  0.192
H4 0.17 2.18 -2.78  0.147
H5 1.10 1.69 -1.35  0.212
H6 -1.87 2.34 -1.16  0.232
H7 -0.65 3.63 -1.21  0.159
H8 0.40 4.18 0.67  0.157
H9 1.37 2.67 0.65  0.206
H10 0.38 3.07 2.07  0.229
S1 -0.07 1.71 5.97  -0.761
As1 -1.82 0.96 5.11  0.960
S2 -2.08 2.19 3.16  -0.376
S3 -1.40 -0.72 3.68  -0.456
S4 -3.62 0.81 6.15  -0.725
N1 -1.36 -0.51 -6.82  -0.811
C5 -2.09 -0.36 -5.62  0.150
C6 -2.87 -1.40 -5.13  -0.290
C7 -3.59 -1.24 -3.96  -0.150
C8 -3.55 -0.05 -3.26  -0.366
C9 -2.79 1.00 -3.76  -0.156
C10 -2.07 0.85 -4.93  -0.238
S5 -4.44 0.15 -1.73  2.330
O3 -5.28 -1.03 -1.65  -0.987
O4 -5.09 1.44 -1.81  -0.965
N2 -3.34 0.21 -0.59  -0.906
C11 -2.67 -0.90 -0.28  0.301
S6 -2.95 -2.50 -0.96  0.342
C12 -1.61 -3.12 -0.07  -0.497
C13 -1.07 -2.16 0.69  -0.002
N3 -1.65 -0.92 0.58  -0.542
H11 -1.10 -1.47 -7.00  0.366
H12 -0.55 0.09 -6.86  0.367
H13 -2.90 -2.35 -5.66  0.197
H14 -4.19 -2.05 -3.56  0.242
H15 -2.77 1.94 -3.23  0.228
H16 -1.47 1.67 -5.32  0.192
H17 -1.31 -4.15 -0.14  0.225
H18 -0.25 -2.27 1.37  0.240
C14 5.63 -1.24 5.76  -0.623
C15 4.74 -1.01 4.57  -0.032
C16 3.41 -0.64 4.74  -0.204
C17 2.58 -0.43 3.64  -0.199
C18 3.09 -0.60 2.37  -0.256
C19 4.42 -0.96 2.18  -0.200
C20 5.23 -1.17 3.28  -0.240
S7 2.06 -0.35 0.93  2.421
O5 2.71 0.67 0.13  -1.011
O6 1.91 -1.63 0.28  -0.988
O7 0.82 0.16 1.57  -1.017
H19 5.10 -1.05 6.69  0.214
H20 6.50 -0.58 5.74  0.205
H21 6.01 -2.26 5.79  0.205
H22 3.00 -0.50 5.73  0.220
H23 1.55 -0.14 3.79  0.276
H24 4.81 -1.07 1.18  0.218
H25 6.27 -1.45 3.13  0.192

Values from the calculation:
* HOMO-LUMO gap: 6.214 eV
* molecular weight: 911.0 g/mol
* charge: -2
* LUMO level: 0.1462 Ha

=====

C7H18ClI2NdO4P2 | wB97M-V/def2-TZVPD

Last column: Mulliken spin population.
Element x y z (Å)
I1 1.95 -4.45 -1.89  0.000
I2 -0.74 -4.61 -1.21  0.000
Nd1 0.18 0.07 -0.09  3.045
P1 -0.02 0.79 -2.84  -0.024
C1 -1.65 0.95 -3.52  -0.002
C2 0.89 2.33 -3.01  0.000
H1 1.90 -0.62 -3.26  0.000
H2 0.95 -0.14 -4.72  -0.001
H3 0.36 -1.45 -3.62  0.000
C3 0.90 -0.50 -3.69  0.000
H4 1.88 2.25 -2.56  0.000
H5 0.95 2.48 -4.09  -0.001
H6 -1.45 1.20 -4.56  -0.001
H7 -2.19 1.73 -3.00  0.000
H8 0.34 3.15 -2.53  0.000
H9 -2.18 0.00 -3.42  0.000
C4 -2.15 0.17 -0.30  -0.003
O1 -3.28 0.14 -0.24  0.008
Cl1 2.75 0.25 -0.52  -0.023
C5 -1.45 0.79 4.46  0.000
O2 -0.51 -0.18 4.11  -0.001
P2 -0.29 -0.07 2.52  0.008
O3 1.42 -0.23 2.56  -0.005
C6 1.92 1.14 2.96  0.000
O4 -1.15 -1.47 2.08  -0.001
C7 -0.27 -2.58 1.91  -0.001
H10 -2.40 0.65 3.93  0.000
H11 -1.03 1.78 4.26  0.000
H12 -1.62 0.67 5.56  0.000
H13 1.76 1.84 2.14  0.000
H14 1.46 1.50 3.90  0.000
H15 3.04 1.02 3.13  0.000
H16 0.35 -2.73 2.81  0.000
H17 -0.94 -3.47 1.74  0.000
H18 0.32 -2.42 1.01  0.000

Values from the calculation:
* HOMO-LUMO gap (spin up / spin down): 6.160 / 6.270 eV
* ⟨S²⟩: 3.7565
* spin multiplicity: 4
* molecular weight: 661.7 g/mol
* charge: +2
* LUMO level (spin up / spin down): -0.3175 / -0.3134 Ha

=====

C19H33ClIN2NdO2P2 | wB97M-V/def2-TZVPD

Last column: Mulliken spin population.
Element x y z (Å)
C1 -3.16 -0.30 -6.57  0.000
C2 -3.00 -0.98 -5.23  0.000
H1 -3.83 -0.89 -7.21  0.000
H2 -2.19 -0.22 -7.07  0.000
H3 -3.59 0.69 -6.45  0.000
O1 -3.50 -2.00 -4.86  0.000
I1 -1.65 0.02 -3.62  -0.001
Nd1 0.05 0.37 -0.35  3.041
P1 -2.39 1.58 0.79  -0.010
C3 -3.39 1.17 2.27  -0.001
C4 -1.96 3.30 1.30  0.000
H4 -2.91 3.83 1.48  0.000
H5 -4.39 2.70 0.08  0.000
H6 -1.38 3.81 0.51  0.000
H7 -3.33 2.33 -1.35  0.000
H8 -2.75 1.11 3.17  0.000
H9 -1.35 3.30 2.22  0.000
C5 -3.74 1.95 -0.40  0.000
H10 -4.14 1.96 2.41  0.000
H11 -4.31 1.04 -0.63  0.000
H12 -3.90 0.20 2.14  0.000
P2 2.24 -1.44 -1.23  -0.006
C6 3.00 -3.00 -0.64  -0.001
C7 2.12 -1.84 -3.01  0.000
H13 3.61 0.52 -1.74  0.000
H14 4.54 -1.05 -1.81  0.000
H15 4.13 -0.27 -0.22  0.000
C8 3.79 -0.45 -1.26  0.000
H16 1.80 -0.96 -3.58  0.000
H17 3.12 -2.19 -3.33  0.000
H18 3.89 -3.19 -1.28  0.000
H19 2.30 -3.84 -0.73  0.000
H20 1.37 -2.63 -3.17  0.000
H21 3.32 -2.92 0.41  0.000
Cl1 0.84 2.45 -1.56  -0.018
C9 2.58 -0.86 6.10  0.000
N1 2.04 -0.94 4.76  -0.001
N2 1.68 0.12 4.00  0.000
C10 1.17 -0.36 2.82  -0.003
O2 0.80 0.41 1.82  -0.001
C11 1.23 -1.77 2.89  0.000
C12 1.82 -2.08 4.10  0.002
C13 2.20 -3.40 4.64  0.000
C14 1.60 1.43 4.57  0.000
C15 2.65 1.94 5.33  0.000
C16 2.49 3.13 6.06  0.000
C17 1.31 3.88 5.91  0.000
C18 0.28 3.39 5.09  0.000
C19 0.41 2.16 4.44  0.000
H22 3.56 -0.40 6.13  0.000
H23 2.68 -1.89 6.43  0.000
H24 1.94 -0.33 6.79  0.000
H25 0.86 -2.44 2.11  -0.001
H26 3.29 -3.49 4.83  0.000
H27 1.65 -3.67 5.57  0.000
H28 1.93 -4.14 3.88  0.000
H29 3.62 1.44 5.39  0.000
H30 3.29 3.51 6.70  0.000
H31 1.22 4.86 6.39  0.000
H32 -0.62 3.99 4.94  0.000
H33 -0.42 1.74 3.86  0.000

Values from the calculation:
* HOMO-LUMO gap (spin up / spin down): 7.744 / 8.494 eV
* ⟨S²⟩: 3.7546
* spin multiplicity: 4
* molecular weight: 690.0 g/mol
* charge: +2
* LUMO level (spin up / spin down): -0.2362 / -0.2087 Ha

=====

C4H11NO2 | wB97M-V/def2-TZVPD

Last column: natural (NBO) charge in e.
Element x y z (Å)
C1 1.68 0.33 -0.07  -0.752
C2 0.92 -0.88 -0.57  0.694
N1 -0.12 -0.57 -1.43  -0.624
C3 -0.94 0.63 -1.24  -0.223
C4 -1.57 0.94 0.11  -0.631
O1 1.23 -2.02 -0.29  -0.604
H1 1.99 0.92 -0.92  0.238
H2 2.59 0.00 0.43  0.236
H3 1.18 1.00 0.61  0.238
H4 -0.70 -1.38 -1.57  0.386
H5 -0.29 1.46 -1.48  0.187
H6 -1.71 0.65 -2.00  0.207
H7 -1.89 1.98 0.09  0.212
H8 -2.44 0.35 0.33  0.210
H9 -0.92 0.78 0.97  0.224
H10 0.18 -1.93 2.87  0.471
H11 0.83 -1.09 1.87  0.470
O2 -0.02 -1.16 2.32  -0.940

Values from the calculation:
* HOMO-LUMO gap: 10.602 eV
* molecular weight: 105.1 g/mol
* LUMO level: 0.0326 Ha
* structure (SMILES): CCNC(C)=O.O

=====

C6H11N | wB97M-V/def2-TZVPD

Last column: natural (NBO) charge in e.
Element x y z (Å)
C1 1.39 -1.29 0.41  -0.623
C2 1.07 -0.76 -0.96  -0.396
C3 0.63 0.75 -1.01  -0.437
C4 -0.62 0.98 -0.19  0.171
C5 -0.71 1.97 0.71  -0.479
C6 -2.29 -0.49 0.49  -0.023
N1 -1.59 -0.01 -0.45  -0.419
H1 2.12 -0.75 1.01  0.207
H2 0.52 -1.05 1.06  0.197
H3 1.65 -2.34 0.52  0.219
H4 1.91 -0.80 -1.66  0.205
H5 0.29 -1.37 -1.43  0.211
H6 1.45 1.29 -0.55  0.211
H7 0.39 1.02 -2.06  0.223
H8 -1.25 1.76 1.63  0.199
H9 0.06 2.73 0.76  0.203
H10 -3.17 -1.08 0.21  0.177
H11 -1.85 -0.59 1.51  0.154

Values from the calculation:
* HOMO-LUMO gap: 9.338 eV
* molecular weight: 97.2 g/mol
* LUMO level: 0.0236 Ha
* structure (SMILES): C=NC(=C)CCC

=====

CH34F3O20S | wB97M-V/def2-TZVPD

Last column: natural (NBO) charge in e.
Element x y z (Å)
C1 0.15 -0.97 0.62  0.733
F1 1.07 -1.88 0.36  -0.326
F2 -0.79 -1.11 -0.28  -0.316
F3 -0.40 -1.19 1.84  -0.334
S1 0.95 0.78 0.45  2.254
O1 -0.21 1.71 0.51  -1.023
O2 1.80 1.02 1.63  -1.004
O3 1.66 0.87 -0.84  -0.984
O4 -2.11 3.81 6.34  -0.936
H1 -1.29 3.92 5.85  0.474
H2 -2.12 4.54 6.96  0.462
O5 3.39 -7.37 -2.23  -0.938
H3 4.00 -6.81 -1.75  0.471
H4 3.69 -7.33 -3.14  0.467
O6 -1.57 -6.49 -2.96  -0.939
H5 -1.85 -7.33 -2.61  0.467
H6 -0.74 -6.32 -2.52  0.473
O7 2.39 4.85 5.13  -0.949
H7 1.81 5.37 4.57  0.474
H8 2.53 4.04 4.64  0.475
O8 -4.91 1.26 -4.82  -0.938
H9 -4.92 1.25 -3.86  0.476
H10 -5.33 2.09 -5.05  0.462
O9 1.03 -4.02 7.05  -0.940
H11 1.70 -4.10 7.73  0.465
H12 1.50 -3.68 6.29  0.475
O10 6.14 5.39 1.42  -0.941
H13 6.21 4.62 2.00  0.470
H14 5.31 5.27 0.96  0.471
O11 -5.68 -2.75 1.45  -0.939
H15 -5.08 -2.91 2.17  0.471
H16 -5.96 -1.84 1.56  0.468
O12 -4.26 -4.52 5.75  -0.938
H17 -3.34 -4.39 5.99  0.473
H18 -4.31 -5.44 5.50  0.465
O13 3.18 1.91 -6.67  -0.937
H19 3.12 1.92 -5.71  0.473
H20 3.04 2.82 -6.93  0.464
O14 -1.29 4.29 -5.11  -0.933
H21 -2.17 4.64 -5.19  0.462
H22 -1.06 4.42 -4.19  0.471
O15 6.83 0.87 -2.68  -0.941
H23 5.90 0.94 -2.46  0.477
H24 7.03 1.68 -3.14  0.463
O16 0.33 6.82 1.87  -0.945
H25 -0.18 6.10 1.52  0.477
H26 0.85 7.14 1.13  0.468
O17 -5.50 -3.37 -4.36  -0.944
H27 -5.41 -2.44 -4.55  0.472
H28 -4.62 -3.65 -4.12  0.472
O18 5.33 -0.82 4.77  -0.942
H29 4.77 -0.12 4.44  0.477
H30 6.19 -0.63 4.39  0.464
O19 -5.20 2.40 -0.39  -0.944
H31 -4.28 2.54 -0.18  0.480
H32 -5.66 3.10 0.06  0.463
O20 -0.72 -3.29 -6.45  -0.932
H33 -0.30 -3.83 -7.12  0.462
H34 -0.64 -3.80 -5.65  0.470

Values from the calculation:
* HOMO-LUMO gap: 8.014 eV
* molecular weight: 455.3 g/mol
* charge: -1
* LUMO level: 0.0735 Ha